Entry 1:
The following is a quantum chemistry calculation of a 10-piece molecular cluster, C13H42O12 overall, from OMol25.

Atoms and positions in Å:
1 C -2.518 -27.846 -26.276
2 O -3.732 -27.745 -25.974
3 O -1.807 -28.783 -25.881
4 O -1.996 -26.990 -26.993
5 C -3.132 -26.717 -31.575
6 C -2.013 -26.958 -30.602
7 O -2.188 -26.084 -29.533
8 H -4.042 -26.411 -31.059
9 H -3.352 -27.611 -32.159
10 H -2.851 -25.966 -32.314
11 H -1.051 -26.815 -31.095
12 H -2.063 -27.941 -30.135
13 H -2.094 -26.531 -28.689
14 C 1.573 -26.061 -23.600
15 C 0.252 -26.518 -24.128
16 O 0.116 -27.944 -24.010
17 H 1.707 -24.979 -23.614
18 H 2.419 -26.418 -24.188
19 H 1.731 -26.412 -22.580
20 H 0.205 -26.151 -25.153
21 H -0.652 -26.056 -23.732
22 H -0.450 -28.299 -24.699
23 C 0.085 -33.260 -25.372
24 C -0.365 -31.990 -26.130
25 O -1.414 -31.413 -25.402
26 H 0.643 -33.935 -26.022
27 H -0.763 -33.820 -24.978
28 H 0.790 -33.103 -24.556
29 H -0.770 -32.274 -27.101
30 H 0.363 -31.207 -26.340
31 H -1.444 -30.473 -25.597
32 C -4.910 -31.279 -25.751
33 O -4.868 -30.115 -24.960
34 H -3.890 -31.521 -26.049
35 H -5.345 -32.122 -25.213
36 H -5.513 -31.152 -26.650
37 H -4.521 -29.353 -25.431
38 C 1.601 -28.221 -27.462
39 O 0.800 -27.119 -27.774
40 H 2.116 -28.131 -26.506
41 H 1.046 -29.157 -27.523
42 H 2.329 -28.203 -28.273
43 H -0.039 -27.213 -27.316
44 C -2.840 -30.716 -28.871
45 O -1.690 -29.973 -28.631
46 H -2.639 -31.774 -29.037
47 H -3.623 -30.562 -28.128
48 H -3.259 -30.335 -29.802
49 H -1.728 -29.483 -27.807
50 C -6.923 -27.151 -24.399
51 O -5.632 -26.787 -24.088
52 H -7.008 -28.159 -23.994
53 H -7.607 -26.447 -23.925
54 H -7.063 -27.196 -25.479
55 H -5.053 -27.228 -24.714
56 C -5.198 -27.866 -29.119
57 O -5.546 -28.413 -27.876
58 H -5.751 -28.283 -29.961
59 H -5.325 -26.787 -29.197
60 H -4.162 -28.127 -29.334
61 H -4.810 -28.322 -27.267
62 C -0.401 -24.051 -27.328
63 O -1.394 -24.378 -26.368
64 H 0.563 -24.357 -26.922
65 H -0.637 -24.521 -28.283
66 H -0.308 -22.985 -27.537
67 H -1.497 -25.320 -26.523

The calculation puts the HOMO energy at -2.0359 eV. As for the total charge: -2.

natural (NBO) population analysis, charges in e, atoms 1 to 6: number 1, C, carries 0.99; number 2, O, carries -0.90; number 3, O, carries -0.92; number 4, O, carries -0.91; number 5, C, carries -0.63; number 6, C, carries -0.07

Entry 2:
The following is a quantum chemistry calculation of a 2-piece molecular cluster, C3H8NO2S overall, from OMol25.

Atoms and positions in Å:
1 O -2.815 -0.876 1.805
2 C -2.289 -0.557 0.753
3 N -1.047 -0.053 0.636
4 C -0.343 -0.005 -0.660
5 C 0.826 -0.985 -0.626
6 S 1.999 -0.738 0.754
7 H -2.793 -0.604 -0.229
8 H -0.437 -0.116 1.444
9 H -0.027 1.020 -0.822
10 H -1.089 -0.305 -1.397
11 H 1.294 -1.026 -1.603
12 H 0.381 -1.968 -0.486
13 H 2.740 1.837 -0.226
14 H 1.512 1.893 0.582
15 O 2.089 2.483 0.076

The energy above the lowest of the compared OMol25 structures with the same formula, charge and spin is 0.932 eV. The calculation puts the HOMO energy at -3.2503 eV. As for the total charge: -1.

natural (NBO) population analysis, charges in e, atoms 1 to 6: number 1, O, carries -0.65; number 2, C, carries 0.53; number 3, N, carries -0.62; number 4, C, carries -0.23; number 5, C, carries -0.53; number 6, S, carries -0.71

Entry 3:
The following is a quantum chemistry calculation of a 7-piece molecular cluster, C20H57N3O11 overall, from OMol25.

Atoms and positions in Å:
1 C -28.264 -11.401 -32.598
2 O -27.939 -11.457 -31.168
3 C -29.130 -11.429 -30.310
4 C -28.858 -10.814 -28.975
5 C -30.076 -10.171 -28.379
6 N -27.704 -9.904 -28.879
7 H -27.274 -11.753 -32.890
8 H -28.587 -10.424 -32.958
9 H -28.944 -12.171 -32.963
10 H -29.920 -10.806 -30.728
11 H -29.440 -12.474 -30.294
12 H -28.532 -11.619 -28.316
13 H -29.988 -9.781 -27.365
14 H -31.035 -10.688 -28.380
15 H -30.353 -9.293 -28.963
16 H -27.075 -10.315 -29.554
17 H -27.973 -9.058 -29.360
18 C -17.121 -17.877 -13.378
19 O -17.710 -16.602 -13.816
20 C -16.928 -15.870 -14.801
21 C -17.775 -14.610 -15.106
22 C -16.948 -13.657 -16.017
23 N -18.156 -13.814 -13.918
24 H -16.910 -18.505 -14.244
25 H -17.526 -18.461 -12.551
26 H -16.094 -17.568 -13.187
27 H -16.023 -15.440 -14.372
28 H -16.589 -16.389 -15.697
29 H -18.725 -14.814 -15.600
30 H -16.441 -12.809 -15.557
31 H -17.663 -13.372 -16.790
32 H -16.113 -14.209 -16.448
33 H -18.588 -14.455 -13.268
34 H -18.873 -13.129 -14.108
35 C -27.784 -18.326 -28.312
36 O -29.110 -18.662 -28.018
37 C -29.483 -18.244 -26.673
38 C -30.946 -18.690 -26.541
39 C -31.820 -17.871 -27.463
40 N -31.537 -18.393 -25.229
41 H -27.067 -18.420 -27.496
42 H -27.715 -17.283 -28.621
43 H -27.435 -18.984 -29.107
44 H -28.958 -18.724 -25.847
45 H -29.318 -17.186 -26.469
46 H -31.098 -19.736 -26.806
47 H -31.181 -17.821 -28.344
48 H -31.969 -16.864 -27.072
49 H -32.760 -18.355 -27.729
50 H -32.538 -18.527 -25.265
51 H -31.323 -17.427 -25.027
52 O -29.935 -15.995 -17.132
53 C -29.064 -16.632 -18.074
54 C -29.246 -18.154 -18.264
55 O -30.564 -18.486 -18.687
56 H -30.809 -16.317 -17.364
57 H -29.368 -16.137 -18.996
58 H -28.027 -16.335 -17.922
59 H -29.088 -18.757 -17.369
60 H -28.659 -18.419 -19.144
61 H -30.604 -18.618 -19.637
62 O -15.339 -9.989 -27.419
63 C -16.432 -9.689 -28.349
64 C -17.021 -10.993 -28.857
65 O -17.627 -11.753 -27.790
66 H -15.453 -10.922 -27.228
67 H -17.174 -9.106 -27.804
68 H -16.021 -9.117 -29.181
69 H -16.259 -11.608 -29.336
70 H -17.827 -10.597 -29.475
71 H -18.442 -11.277 -27.615
72 O -23.109 -12.511 -24.373
73 C -23.540 -12.992 -23.136
74 C -22.480 -13.566 -22.226
75 O -21.786 -14.652 -22.798
76 H -23.848 -12.023 -24.744
77 H -24.039 -12.198 -22.581
78 H -24.277 -13.749 -23.406
79 H -22.823 -13.890 -21.244
80 H -21.799 -12.729 -22.072
81 H -21.159 -14.329 -23.449
82 O -18.766 -20.359 -19.586
83 C -17.964 -21.193 -20.482
84 C -17.123 -22.239 -19.791
85 O -17.904 -23.244 -19.285
86 H -19.381 -19.780 -20.042
87 H -18.624 -21.553 -21.271
88 H -17.300 -20.478 -20.969
89 H -16.591 -21.742 -18.980
90 H -16.312 -22.412 -20.498
91 H -18.449 -22.787 -18.640

The energy above the lowest of the compared OMol25 structures with the same formula, charge and spin is 5.004 eV. The calculation puts the HOMO energy at -8.9800 eV. As for the SMILES: COC[C@H](C)N.COC[C@H](C)N.COC[C@H](C)N.OCCO.OCCO.OCCO.OCCO.

Mulliken population analysis, charges in e, atoms 1 to 6: number 1, C, carries -0.73; number 2, O, carries -0.38; number 3, C, carries -0.64; number 4, C, carries 0.57; number 5, C, carries -1.52; number 6, N, carries -0.74

Entry 4:
The following is a quantum chemistry calculation of C47H74IN8O4P2S as an isolated structure, from OMol25.

Atoms and positions in Å:
1 C 0.592 6.002 -1.570
2 C 1.615 4.759 -1.118
3 C 0.974 3.325 -1.697
4 O 0.784 2.362 -0.665
5 C 1.202 0.949 -0.997
6 C 2.800 1.120 -1.105
7 C 3.810 -0.095 -0.818
8 C 5.267 0.340 -0.120
9 C 5.115 1.088 1.322
10 O 6.469 1.555 1.757
11 C 0.373 0.599 -2.360
12 N 0.201 -0.829 -2.743
13 S 1.819 -1.320 -3.357
14 P -0.659 -0.817 -4.319
15 N -2.036 -0.010 -4.382
16 C -0.224 -1.827 -1.715
17 C -1.540 -2.758 -2.102
18 C -2.998 -2.080 -2.092
19 C -3.950 -2.415 -3.426
20 C -5.034 -1.145 -3.515
21 C -6.066 -1.121 -2.199
22 C -5.765 0.124 -1.174
23 C -6.185 1.606 -1.732
24 O -5.146 2.581 -1.264
25 C -4.413 3.152 -2.406
26 C -0.083 -1.419 -0.130
27 C -1.489 -1.442 0.751
28 C -2.113 -2.824 1.233
29 O -2.037 -2.934 2.729
30 P 0.948 -2.782 0.824
31 N 0.759 -4.278 0.242
32 C 0.542 0.069 0.191
33 I 1.670 0.130 2.122
34 H 0.785 6.361 -2.680
35 H -0.541 5.702 -1.515
36 H 0.837 6.933 -0.877
37 H 2.619 4.969 -1.701
38 H 1.733 4.714 0.045
39 H 1.598 3.067 -2.641
40 H -0.104 3.646 -2.103
41 H 3.176 2.040 -0.440
42 H 3.027 1.485 -2.222
43 H 4.147 -0.545 -1.872
44 H 3.263 -0.951 -0.262
45 H 5.949 0.932 -0.872
46 H 5.817 -0.698 0.080
47 H 4.757 0.323 2.143
48 H 4.428 2.033 1.340
49 H 6.266 2.419 2.235
50 H -0.673 1.160 -2.215
51 H 0.842 1.117 -3.331
52 H 1.716 -2.693 -3.697
53 H 0.249 -0.140 -5.259
54 H -0.877 -2.129 -4.870
55 H -2.233 0.307 -3.413
56 H 0.630 -2.677 -1.800
57 H -1.503 -3.669 -1.329
58 H -1.412 -3.324 -3.148
59 H -3.022 -0.920 -1.811
60 H -3.608 -2.586 -1.196
61 H -3.301 -2.425 -4.428
62 H -4.543 -3.418 -3.326
63 H -5.636 -1.174 -4.545
64 H -4.508 -0.095 -3.492
65 H -7.138 -0.913 -2.670
66 H -6.025 -2.186 -1.714
67 H -4.632 0.205 -0.826
68 H -6.374 -0.118 -0.176
69 H -6.377 1.673 -2.884
70 H -7.186 1.955 -1.184
71 H -4.410 2.487 -3.369
72 H -4.769 4.249 -2.695
73 H -3.271 3.281 -2.084
74 H -2.346 -0.770 0.262
75 H -1.218 -0.850 1.756
76 H -3.288 -2.802 1.015
77 H -1.734 -3.832 0.817
78 H -1.583 -3.812 2.977
79 H 0.511 -2.792 2.221
80 H 2.356 -2.544 0.841
81 H 0.325 -4.899 0.977
82 H -0.413 0.719 0.519
83 N 6.834 -1.027 -4.665
84 C 8.170 -1.038 -4.468
85 C 8.884 0.039 -3.967
86 C 8.187 1.201 -3.651
87 C 6.810 1.243 -3.845
88 C 6.184 0.114 -4.348
89 H 8.669 -1.966 -4.732
90 H 9.957 -0.026 -3.826
91 H 8.713 2.066 -3.258
92 H 6.239 2.134 -3.610
93 H 5.111 0.096 -4.513
94 N 11.710 1.529 -5.037
95 C 12.593 0.600 -5.466
96 C 12.973 0.453 -6.791
97 C 12.411 1.305 -7.735
98 C 11.497 2.270 -7.324
99 C 11.183 2.343 -5.976
100 H 13.001 -0.043 -4.692
101 H 13.688 -0.309 -7.079
102 H 12.683 1.219 -8.783
103 H 11.041 2.949 -8.035
104 H 10.478 3.082 -5.605
105 N -2.098 1.878 1.654
106 C -1.942 1.662 2.979
107 C -2.848 2.080 3.939
108 C -3.984 2.765 3.519
109 C -4.172 3.004 2.162
110 C -3.210 2.544 1.276
111 H -1.039 1.127 3.257
112 H -2.674 1.877 4.990
113 H -4.716 3.109 4.244
114 H -5.046 3.535 1.803
115 H -3.314 2.703 0.207
116 N -4.179 -4.257 6.226
117 C -3.723 -3.493 5.209
118 C -3.623 -2.112 5.267
119 C -4.017 -1.472 6.438
120 C -4.492 -2.231 7.502
121 C -4.552 -3.607 7.350
122 H -3.431 -4.038 4.316
123 H -3.248 -1.549 4.420
124 H -3.955 -0.391 6.520
125 H -4.808 -1.763 8.427
126 H -4.912 -4.244 8.154
127 N -6.598 -2.679 9.725
128 C -6.442 -2.895 11.049
129 C -7.348 -2.477 12.010
130 C -8.484 -1.792 11.590
131 C -8.672 -1.553 10.233
132 C -7.710 -2.013 9.347
133 H -5.539 -3.430 11.327
134 H -7.174 -2.680 13.061
135 H -9.216 -1.448 12.314
136 H -9.546 -1.021 9.873
137 H -7.814 -1.854 8.277

The calculation puts the HOMO energy at -10.6088 eV. As for the total charge: +1.

Mulliken population analysis, charges in e, atoms 1 to 6: number 1, C, carries -0.93; number 2, C, carries -0.40; number 3, C, carries -0.17; number 4, O, carries -0.50; number 5, C, carries 2.39; number 6, C, carries -0.76

Entry 5:
The following is a quantum chemistry calculation of a 2-piece molecular cluster, C3H7NO overall, from OMol25.

Atoms and positions in Å:
1 C 1.013 1.109 -1.062
2 N 0.704 -0.035 -0.604
3 C 0.278 -0.160 0.906
4 O 0.385 0.908 1.502
5 C -0.126 -1.438 1.132
6 H -2.332 0.065 -1.239
7 H 1.283 1.253 -2.103
8 H 0.980 1.916 -0.330
9 H 0.691 -0.854 -1.205
10 H -2.083 -0.325 -0.653
11 H -0.484 -1.719 2.114
12 H -0.088 -2.200 0.361

The energy above the lowest of the compared OMol25 structures with the same formula, charge and spin is 3.571 eV. The calculation puts the HOMO energy (spin up / spin down) at -7.7173 / -7.7165 eV.

natural (NBO) population analysis, charges in e, atoms 1 to 6: number 1, C, carries 0.03; number 2, N, carries -0.46; number 3, C, carries 0.52; number 4, O, carries -0.70; number 5, C, carries -0.66; number 6, H, carries -0.02

So what do the calculations give for electronic energy? Going down the list: -38731.7570; -19662.8884; -48649.4595; -107540.3033; -6759.1796 eV.
So what do the calculations give for max |F|? Going down the list: 4.771; 1.145; 3.296; 5.400; 0.360 eV/Å.